No. 1
# C5H9N4O2

The ion C5H9N4O2 with charge -1 at a distorted geometry (wB97M-V/def2-TZVPD, the OMol25 dataset).

Positions of all 20 atoms, in Å:
O  -0.045  2.027  2.123
N  -0.200  1.326  0.989
C  0.802  1.540  -0.044
C  0.124  1.166  -1.362
C  -0.193  -0.325  -1.370
C  -0.974  -0.793  -0.124
N  -0.695  -2.202  0.157
N  0.520  -2.225  0.865
N  0.622  -1.120  1.515
O  1.586  -0.864  2.263
C  -0.468  -0.159  1.173
H  1.726  0.960  0.110
H  1.064  2.599  -0.028
H  0.762  1.415  -2.216
H  -0.801  1.742  -1.437
H  -0.758  -0.600  -2.270
H  0.756  -0.871  -1.400
H  -2.048  -0.646  -0.255
H  -0.585  -2.772  -0.678
H  -1.195  -0.198  1.990

As for the LUMO energy (alpha / beta): 3.7 / 3.7 eV. As for the HOMO energy (alpha / beta): -1.59 / -1.59 eV. As for the SMILES: [O-]N1CCC[C@H]2NN=[N+]([O-])[C@H]21. Its relative energy (zero: lowest compared OMol25 entry of this formula, charge and spin) is 75.7 kJ/mol. The charge is -1.

The net atomic charges from Löwdin, expressed in e, are:
1 O -0.351
2 N -0.308
3 C -0.215
4 C -0.205
5 C -0.170
6 C -0.278
7 N -0.049
8 N 0.067
9 N -0.272
10 O -0.054
11 C -0.168
12 H 0.107
13 H 0.106
14 H 0.095
15 H 0.105
16 H 0.101
17 H 0.106
18 H 0.136
19 H 0.098
20 H 0.150

***

No. 2
# C3H18F9Na3O18S3

A structure of composition C3H18F9Na3O18S3 at a distorted geometry (wB97M-V/def2-TZVPD, the OMol25 dataset).

Positions of all 54 atoms, in Å:
Na  -0.420  -2.967  5.897
Na  4.102  5.149  2.026
Na  2.536  -0.025  -6.554
C  0.315  0.102  -0.256
F  0.950  0.737  -1.179
F  -0.919  -0.160  -0.704
F  0.939  -1.044  -0.035
S  0.176  1.059  1.478
O  -0.816  2.144  1.253
O  -0.361  0.170  2.581
O  1.586  1.453  1.803
C  -6.081  -1.431  2.283
F  -4.960  -0.679  2.138
F  -7.277  -0.702  2.169
F  -6.121  -2.246  1.219
S  -5.998  -2.356  3.971
O  -5.897  -1.337  5.022
O  -7.287  -3.091  4.099
O  -4.786  -3.167  3.910
C  7.518  1.475  -2.964
F  8.685  1.519  -3.575
F  6.959  0.258  -3.219
F  7.854  1.491  -1.648
S  6.334  2.912  -3.416
O  7.169  3.974  -3.924
O  5.335  2.399  -4.399
O  5.549  3.201  -2.199
O  3.549  0.747  6.253
H  4.448  0.476  6.440
H  3.556  0.976  5.324
O  -0.968  5.429  -2.018
H  -0.775  4.506  -1.854
H  -1.696  5.630  -1.430
O  -1.885  3.865  6.216
H  -2.152  3.840  5.297
H  -2.641  4.232  6.675
O  1.758  -6.038  -1.497
H  1.914  -5.268  -0.950
H  2.515  -6.602  -1.338
O  1.015  -3.443  -5.049
H  1.273  -4.131  -4.436
H  0.140  -3.699  -5.342
O  2.506  -4.775  3.280
H  2.035  -5.608  3.258
H  3.308  -4.966  3.766
O  -1.318  1.088  -5.756
H  -1.894  1.729  -5.338
H  -1.892  0.600  -6.347
O  -3.951  -3.245  -4.545
H  -3.933  -3.451  -3.610
H  -4.761  -2.750  -4.666
O  -5.366  4.197  0.814
H  -4.534  3.894  1.178
H  -5.337  3.930  -0.104

As for the LUMO energy: -2.8 eV. As for the HOMO energy: -7.16 eV. The charge is 0.

The net atomic charges from Löwdin, expressed in e, are:
1 Na 0.960
2 Na 0.970
3 Na 0.951
4 C -0.693
5 F 0.168
6 F 0.116
7 F 0.122
8 S 0.551
9 O -0.393
10 O -0.407
11 O -0.427
12 C -0.569
13 F 0.092
14 F 0.052
15 F 0.095
16 S 0.480
17 O -0.375
18 O -0.374
19 O -0.387
20 C -0.623
21 F 0.129
22 F 0.082
23 F 0.084
24 S 0.490
25 O -0.331
26 O -0.413
27 O -0.388
28 O -0.053
29 H 0.027
30 H 0.029
31 O -0.056
32 H 0.027
33 H 0.028
34 O -0.058
35 H 0.031
36 H 0.028
37 O -0.053
38 H 0.029
39 H 0.028
40 O -0.057
41 H 0.032
42 H 0.034
43 O -0.049
44 H 0.029
45 H 0.030
46 O -0.056
47 H 0.039
48 H 0.029
49 O -0.060
50 H 0.033
51 H 0.028
52 O -0.053
53 H 0.027
54 H 0.025

***

No. 3
# C2H10N3SeSn

A structure of composition C2H10N3SeSn at a distorted geometry (wB97M-V/def2-TZVPD, the OMol25 dataset).

Positions of all 17 atoms, in Å:
C  -2.478  0.813  -1.545
Sn  -0.305  0.415  0.100
N  1.994  -0.084  1.147
N  1.092  -0.876  -1.830
H  1.905  -0.965  1.659
H  -1.665  1.483  -1.040
H  -3.415  1.255  -1.226
H  -2.494  -0.250  -1.301
H  -2.327  0.926  -2.614
H  1.476  -1.804  -1.634
H  1.872  -0.275  -2.109
H  0.472  -0.959  -2.639
H  2.771  -0.137  0.481
H  2.159  0.664  1.823
Se  -0.071  -0.023  5.112
C  -0.374  -0.074  3.395
N  -0.611  -0.111  2.222

As for the LUMO energy: 3.3 eV. As for the HOMO energy: -0.47 eV. The charge is -1.

The net atomic charges from Löwdin, expressed in e, are:
1 C -0.258
2 Sn 0.531
3 N -0.081
4 N -0.123
5 H 0.024
6 H -0.179
7 H 0.006
8 H -0.054
9 H 0.006
10 H 0.003
11 H -0.008
12 H 0.002
13 H 0.017
14 H 0.020
15 Se 0.360
16 C -1.030
17 N -0.235

***

No. 4
# C17H27AsCl3CoN2O4S

A structure of composition C17H27AsCl3CoN2O4S (wB97M-V/def2-TZVPD, the OMol25 dataset).

Positions of all 56 atoms, in Å:
Co  0.027  -0.091  0.330
C  -2.119  -0.845  -4.515
N  -1.904  -1.261  -3.128
C  -2.509  -2.542  -2.756
C  -1.115  -0.637  -2.271
O  -0.826  -1.128  -1.161
C  -0.500  0.708  -2.645
O  -0.042  1.397  -1.481
C  -0.777  2.561  -1.121
C  -1.588  2.285  0.137
O  -1.601  1.116  0.574
N  -2.230  3.280  0.713
C  -3.000  3.062  1.944
C  -2.244  4.635  0.151
H  -3.177  -0.935  -4.754
H  -1.813  0.180  -4.688
H  -1.556  -1.491  -5.189
H  -3.531  -2.560  -3.128
H  -1.954  -3.369  -3.201
H  -2.510  -2.646  -1.677
H  0.363  0.529  -3.288
H  -1.206  1.329  -3.190
H  -0.068  3.369  -0.940
H  -1.439  2.873  -1.930
H  -2.987  2.009  2.201
H  -2.561  3.646  2.752
H  -4.028  3.385  1.789
H  -1.246  4.962  -0.133
H  -2.906  4.702  -0.712
H  -2.611  5.315  0.915
Cl  6.156  3.770  0.974
C  4.929  2.635  0.727
C  3.660  2.870  1.306
C  2.677  1.960  1.105
Cl  1.119  2.149  1.822
C  2.880  0.768  0.300
O  1.977  -0.068  0.099
C  4.210  0.577  -0.252
Cl  4.486  -0.816  -1.187
C  5.199  1.490  -0.038
H  3.488  3.754  1.906
H  6.186  1.333  -0.450
C  -0.764  -4.621  1.392
As  0.319  -3.379  2.370
C  0.263  -3.908  4.205
C  2.116  -3.572  1.733
S  -0.432  -1.393  2.267
H  -0.500  -5.634  1.694
H  -0.585  -4.494  0.327
H  -1.807  -4.424  1.621
H  0.571  -4.949  4.288
H  -0.756  -3.790  4.564
H  0.929  -3.272  4.781
H  2.480  -4.566  1.990
H  2.739  -2.814  2.201
H  2.121  -3.441  0.654

As for the multiplicity: 5. As for the LUMO energy (alpha / beta): -4.8 / -8.1 eV. As for the HOMO energy (alpha / beta): -14.06 / -14.01 eV. The charge is +2.

The net atomic charges from Löwdin, expressed in e, are:
1 Co 0.482
2 C 0.004
3 N -0.110
4 C 0.010
5 C -0.365
6 O -0.037
7 C -0.056
8 O -0.156
9 C -0.083
10 C -0.437
11 O -0.071
12 N -0.107
13 C 0.015
14 C 0.000
15 H 0.105
16 H 0.084
17 H 0.112
18 H 0.103
19 H 0.109
20 H 0.090
21 H 0.160
22 H 0.124
23 H 0.136
24 H 0.146
25 H 0.093
26 H 0.106
27 H 0.108
28 H 0.094
29 H 0.109
30 H 0.104
31 Cl 0.844
32 C -0.626
33 C -0.089
34 C -0.513
35 Cl 0.865
36 C -0.396
37 O -0.086
38 C -0.563
39 Cl 0.819
40 C -0.095
41 H 0.126
42 H 0.127
43 C -0.235
44 As 0.736
45 C -0.241
46 C -0.236
47 S 0.269
48 H 0.051
49 H 0.039
50 H 0.047
51 H 0.052
52 H 0.049
53 H 0.049
54 H 0.052
55 H 0.043
56 H 0.040

***

| no. | total energy (eV) |
| --- | --- |
| 1 | -15381.768 |
| 2 | -110466.564 |
| 3 | -77882.561 |
| 4 | -176093.292 |